{
  "formula": "C64H52Cl5GeN10O3RbSSi",
  "method": "the ωB97M-V functional and the def2-TZVPD basis",
  "species": ["Rb", "S", "N", "C", "C", "C", "C", "C", "N", "C", "C", "N", "C", "C", "C", "C", "C", "N", "H", "H", "H", "H", "H", "H", "Cl", "C", "C", "Cl", "C", "Cl", "C", "O", "C", "Cl", "C", "Cl", "O", "N", "O", "C", "C", "C", "C", "C", "C", "N", "C", "C", "N", "C", "C", "C", "C", "H", "H", "H", "H", "H", "H", "H", "C", "Si", "C", "N", "C", "C", "C", "C", "C", "C", "C", "C", "C", "C", "C", "C", "C", "C", "C", "C", "C", "H", "H", "H", "H", "H", "H", "H", "H", "H", "H", "H", "H", "H", "H", "H", "H", "H", "H", "H", "H", "H", "H", "H", "H", "N", "C", "C", "N", "C", "H", "H", "H", "H", "Ge", "C", "C", "C", "C", "C", "C", "C", "C", "C", "C", "C", "C", "H", "H", "H", "H", "H", "H", "H", "H", "H", "H", "H"],
  "coordinates": [[0.040, -0.146, 0.103], [0.938, 1.740, -8.508], [-0.288, 1.037, -7.727], [0.137, 0.789, -6.501], [-0.636, 0.162, -5.442], [-1.954, -0.252, -5.625], [-2.616, -0.833, -4.571], [-1.931, -0.983, -3.365], [-0.685, -0.595, -3.174], [-0.032, -0.028, -4.193], [1.365, 0.411, -3.954], [1.881, 0.221, -2.732], [3.122, 0.618, -2.507], [3.934, 1.224, -3.465], [3.414, 1.424, -4.720], [2.106, 1.015, -4.977], [1.477, 1.205, -6.274], [2.042, 1.761, -7.330], [-2.423, -0.102, -6.590], [-3.642, -1.164, -4.661], [-2.425, -1.426, -2.507], [3.495, 0.472, -1.500], [4.939, 1.533, -3.210], [3.984, 1.891, -5.514], [0.446, -0.879, 7.373], [0.744, -1.314, 5.739], [1.419, -0.438, 4.894], [1.975, 1.078, 5.481], [1.628, -0.777, 3.562], [2.304, 0.363, 2.459], [1.235, -2.024, 3.065], [1.450, -2.419, 1.802], [0.540, -2.884, 3.918], [0.001, -4.388, 3.277], [0.289, -2.534, 5.240], [-0.576, -3.611, 6.259], [-5.114, -7.016, -0.616], [-3.962, -6.635, -0.667], [-3.003, -7.376, -0.778], [-3.697, -5.189, -0.592], [-4.715, -4.418, -0.212], [-4.575, -2.990, -0.046], [-5.626, -2.215, 0.250], [-5.480, -0.748, 0.313], [-4.006, -0.238, 0.394], [-2.946, -1.188, 0.153], [-3.219, -2.395, -0.128], [-2.120, -3.295, -0.592], [-0.945, -2.707, -0.804], [0.016, -3.384, -1.405], [-0.146, -4.696, -1.827], [-1.338, -5.333, -1.555], [-2.365, -4.638, -0.906], [-5.676, -4.878, -0.027], [-6.601, -2.670, 0.401], [-6.130, -0.305, 1.067], [-3.768, 0.322, 1.294], [0.945, -2.852, -1.585], [0.655, -5.209, -2.341], [-1.481, -6.360, -1.853], [-1.205, 2.291, -1.196], [-2.549, 3.038, -0.336], [-2.128, 3.313, 1.506], [-1.301, 2.275, 2.160], [-0.206, 2.860, 2.930], [-0.672, 3.652, 4.156], [-1.770, 2.876, 4.915], [-1.804, 1.416, 4.471], [-2.079, 1.322, 2.968], [-3.005, 4.806, -0.908], [-3.485, 5.804, -0.054], [-3.785, 7.083, -0.516], [-3.618, 7.391, -1.858], [-3.143, 6.416, -2.728], [-2.838, 5.147, -2.255], [-4.244, 2.150, -0.539], [-5.406, 2.819, -0.552], [-6.705, 2.200, -0.885], [-6.824, 0.904, -1.163], [-5.643, -0.004, -1.059], [-4.248, 0.674, -0.841], [-0.295, 2.000, -0.696], [-1.217, 2.098, -2.269], [-3.039, 3.520, 2.094], [-1.561, 4.251, 1.506], [0.387, 3.489, 2.264], [0.455, 2.055, 3.253], [-1.050, 4.628, 3.845], [0.191, 3.838, 4.802], [-2.749, 3.323, 4.717], [-1.608, 2.937, 5.993], [-2.582, 0.864, 5.004], [-0.854, 0.934, 4.719], [-3.141, 1.528, 2.810], [-1.905, 0.289, 2.630], [-3.631, 5.586, 1.001], [-4.153, 7.837, 0.171], [-3.851, 8.384, -2.223], [-3.005, 6.650, -3.778], [-2.439, 4.403, -2.938], [-5.407, 3.891, -0.379], [-7.574, 2.847, -0.941], [-7.782, 0.477, -1.446], [-5.630, -0.724, -1.882], [-3.515, 0.479, -1.626], [2.901, 4.366, -0.491], [4.062, 3.806, -0.011], [3.727, 2.529, 0.325], [2.391, 2.301, 0.059], [1.924, 3.426, -0.429], [2.790, 5.303, -0.836], [4.986, 4.354, 0.057], [4.363, 1.766, 0.750], [0.901, 3.585, -0.762], [2.923, -2.222, 0.743], [3.080, -3.914, -0.172], [2.561, -5.111, 0.311], [2.754, -6.291, -0.396], [3.460, -6.279, -1.591], [3.977, -5.087, -2.085], [3.789, -3.908, -1.375], [4.547, -1.765, 1.687], [4.807, -2.110, 3.011], [5.989, -1.709, 3.618], [6.924, -0.971, 2.905], [6.681, -0.638, 1.579], [5.495, -1.032, 0.973], [2.528, -1.118, -0.248], [1.995, -5.122, 1.236], [2.345, -7.219, -0.016], [3.607, -7.200, -2.143], [4.525, -5.075, -3.019], [4.186, -2.978, -1.774], [4.087, -2.689, 3.579], [6.179, -1.972, 4.651], [7.844, -0.656, 3.381], [7.410, -0.065, 1.018], [5.307, -0.752, -0.061]],
  "atomic_forces_ev_per_a": [[-0.38, 0.01, -0.08], [0.00, 0.07, -0.13], [0.02, -0.02, -0.02], [0.02, -0.02, 0.16], [0.03, 0.05, -0.09], [0.00, 0.05, -0.10], [-0.03, -0.02, 0.04], [-0.03, 0.04, 0.03], [0.14, -0.13, 0.07], [0.00, 0.03, 0.06], [-0.04, 0.02, 0.08], [0.05, -0.12, 0.10], [-0.03, 0.02, 0.00], [0.02, 0.01, 0.02], [-0.01, 0.02, -0.08], [-0.03, 0.03, -0.11], [-0.04, -0.05, 0.16], [0.00, -0.02, -0.03], [-0.01, -0.01, 0.03], [0.01, 0.00, 0.00], [0.02, 0.02, -0.04], [-0.01, -0.02, -0.03], [-0.02, -0.01, 0.00], [0.01, 0.00, 0.03], [0.01, 0.00, 0.00], [-0.01, 0.00, 0.01], [-0.01, 0.03, 0.02], [0.01, -0.02, 0.03], [0.00, -0.06, -0.15], [0.03, 0.03, 0.16], [0.12, -0.02, -0.02], [0.02, 0.11, 0.14], [0.00, -0.08, -0.05], [0.00, 0.02, 0.04], [0.00, 0.01, 0.01], [0.01, 0.00, 0.00], [0.05, 0.06, 0.03], [0.02, 0.03, -0.18], [-0.09, -0.13, 0.15], [0.27, 0.02, -0.06], [-0.18, 0.06, 0.07], [0.14, -0.12, -0.02], [-0.18, 0.09, 0.03], [0.10, 0.06, -0.04], [-0.10, -0.04, -0.06], [0.12, 0.13, 0.01], [-0.07, -0.16, 0.03], [-0.05, 0.06, 0.07], [0.01, -0.11, -0.07], [-0.06, -0.04, 0.00], [0.01, 0.02, 0.04], [0.05, -0.10, -0.10], [-0.01, -0.22, -0.03], [-0.03, 0.02, 0.02], [0.01, 0.03, -0.03], [0.00, 0.00, 0.03], [0.02, -0.01, 0.01], [-0.01, 0.02, -0.04], [0.00, 0.00, 0.00], [0.04, 0.11, 0.02], [-0.20, -0.06, -0.15], [0.17, 0.10, -0.10], [-0.03, -0.11, 0.07], [0.07, 0.02, 0.02], [-0.09, 0.00, 0.04], [0.01, -0.03, 0.02], [0.05, -0.01, -0.03], [0.00, 0.02, 0.01], [0.06, 0.04, -0.02], [-0.08, 0.09, 0.09], [-0.01, 0.00, -0.05], [0.01, -0.05, 0.00], [0.02, -0.05, -0.03], [-0.01, 0.00, 0.02], [0.01, 0.04, 0.05], [-0.09, 0.03, -0.02], [-0.11, -0.10, -0.05], [0.12, 0.10, 0.03], [0.04, -0.06, 0.01], [-0.01, 0.01, 0.02], [-0.09, 0.04, 0.09], [-0.11, 0.55, -0.18], [0.06, -0.02, 0.07], [0.06, 0.03, 0.00], [0.00, -0.02, -0.01], [0.02, -0.02, -0.03], [-0.02, 0.03, -0.01], [0.01, 0.01, 0.02], [-0.03, 0.00, -0.01], [0.01, -0.01, -0.01], [-0.03, 0.02, 0.01], [0.02, -0.01, 0.02], [-0.03, 0.01, 0.00], [-0.01, -0.01, -0.01], [-0.01, 0.00, -0.01], [0.00, 0.02, -0.04], [0.01, -0.02, 0.00], [0.00, -0.01, 0.00], [-0.01, 0.00, 0.02], [0.00, 0.02, 0.02], [-0.03, -0.04, -0.02], [0.02, -0.01, 0.01], [0.02, 0.03, 0.00], [0.02, 0.01, 0.00], [0.01, -0.03, 0.00], [0.05, 0.01, 0.00], [-0.06, -0.02, -0.02], [-0.13, 0.06, -0.01], [0.13, -0.12, 0.12], [0.03, 0.02, -0.05], [-0.03, -0.01, 0.01], [-0.03, -0.01, -0.01], [-0.02, 0.04, -0.01], [0.08, 0.01, 0.02], [0.10, -0.08, -0.09], [0.02, 0.00, -0.07], [0.03, 0.00, 0.04], [0.00, 0.00, 0.00], [0.00, 0.03, -0.01], [-0.01, 0.02, 0.04], [-0.09, -0.13, 0.01], [-0.03, 0.06, 0.01], [0.02, -0.04, -0.04], [0.01, 0.00, 0.01], [-0.01, 0.01, -0.04], [-0.04, -0.02, -0.01], [0.04, 0.01, 0.10], [0.22, -0.11, -0.02], [0.01, 0.00, -0.04], [0.01, 0.02, -0.01], [0.00, 0.01, 0.01], [-0.01, -0.01, 0.01], [-0.01, -0.03, -0.01], [0.01, 0.01, 0.00], [0.00, 0.00, -0.01], [-0.02, -0.01, 0.00], [0.00, -0.01, 0.02], [0.01, 0.01, 0.04]],
  "relative_energy_kcal_mol": 39.9
}